{
  "formula": "C44H34Cl6F3N6O9RuS",
  "method": "wB97M-V/def2-TZVPD",
  "orbital_gap_ev": [5.911, 5.853],
  "multiplicity": 6,
  "homo_energy_ev": [-6.45, -8.30],
  "species": ["Ru", "C", "O", "C", "C", "C", "C", "C", "C", "N", "N", "C", "C", "O", "C", "C", "C", "C", "C", "C", "C", "C", "H", "H", "H", "H", "H", "H", "H", "H", "H", "H", "H", "H", "H", "Cl", "C", "Cl", "Cl", "C", "O", "O", "O", "C", "N", "C", "O", "C", "C", "C", "C", "N", "C", "H", "H", "H", "H", "H", "H", "H", "H", "Cl", "C", "C", "C", "C", "C", "C", "N", "C", "C", "N", "C", "O", "C", "C", "C", "Cl", "S", "C", "C", "C", "Cl", "C", "H", "H", "H", "H", "H", "H", "H", "H", "H", "H", "H", "H", "H", "F", "C", "F", "F", "C", "O", "O"],
  "positions_angstrom": [[-1.5144, 0.0592, 1.1475], [-2.5680, 2.7383, 5.3239], [-1.9842, 2.1597, 4.1429], [-0.7109, 2.5569, 3.8682], [-0.2193, 3.8106, 4.2075], [1.0329, 4.2757, 3.7966], [1.9092, 3.4226, 3.1563], [1.4535, 2.1309, 2.7260], [0.1311, 1.8198, 2.9857], [-0.2709, 0.4745, 2.5847], [-0.2103, -0.3873, 3.5793], [-0.3286, -1.7053, 3.5514], [-0.6804, -2.3901, 2.3225], [-0.6801, -1.6567, 1.2730], [-0.9097, -3.7657, 2.3816], [-0.5535, -4.4668, 3.5590], [0.0117, -3.7779, 4.6834], [0.5890, -4.4255, 5.8460], [0.7473, -3.7634, 7.0290], [0.5778, -2.4036, 7.1050], [0.2595, -1.6936, 5.9214], [-0.0279, -2.3885, 4.7388], [-3.3227, 2.0017, 5.6594], [-2.9431, 3.7489, 5.1452], [-1.8795, 2.7258, 6.1648], [-0.9722, 4.4407, 4.7034], [1.4003, 5.2457, 4.0990], [2.9275, 3.7663, 3.0142], [2.1651, 1.4089, 2.2350], [-1.4579, -4.3307, 1.7609], [-0.5061, -5.5156, 3.6658], [1.0520, -5.3867, 5.7518], [0.9009, -4.4141, 7.8642], [0.7213, -1.9114, 8.0561], [0.3130, -0.5550, 5.9336], [-4.5597, 4.5296, -0.8515], [-3.1685, 4.0430, 0.2525], [-1.6919, 5.1421, -0.1877], [-3.6155, 4.4880, 1.8388], [-2.7090, 2.5854, 0.0220], [-2.7621, 2.3725, -1.2045], [-2.2521, 2.0137, 1.0833], [-2.0378, -4.2500, -5.5162], [-1.1481, -3.8087, -4.5645], [-1.7030, -2.9615, -3.5706], [-2.9890, -2.5319, -3.5525], [-3.7710, -2.8353, -4.4414], [-3.3174, -1.6072, -2.4070], [-4.5463, -0.8461, -2.5393], [-4.8447, 0.0024, -1.5142], [-4.1284, -0.0207, -0.3489], [-2.9465, -0.6766, -0.2304], [-2.5485, -1.5253, -1.2197], [-2.9283, -3.8050, -5.3383], [-0.2880, -3.3345, -5.1054], [-0.7017, -4.6787, -4.0558], [-1.0973, -2.5982, -2.7741], [-5.2265, -0.8433, -3.4031], [-5.6121, 0.8198, -1.5805], [-4.4946, 0.4090, 0.5449], [-1.6399, -2.1196, -1.0619], [3.4341, -5.0694, -4.5972], [3.3628, -3.4010, -4.4135], [4.1059, -2.5109, -3.5680], [3.7894, -1.1049, -3.6283], [2.6964, -0.5438, -4.3411], [2.4208, 0.9621, -4.3787], [1.0946, 1.2847, -3.6637], [1.0065, 1.2024, -2.2182], [1.8852, 0.6505, -1.3208], [1.1760, 0.2792, -0.1988], [-0.1741, 0.5762, -0.4048], [-0.2643, 1.0472, -1.6666], [3.5910, 1.6698, -3.8900], [3.5259, 3.1244, -4.1299], [4.7811, 3.7078, -3.6042], [5.1445, 4.0138, -2.3178], [3.9000, 4.0320, -1.1224], [6.7860, 4.5890, -2.2218], [7.0801, 4.1864, -3.8611], [5.9230, 3.8125, -4.5112], [2.1068, -1.4738, -5.2403], [0.9282, -1.0094, -6.3483], [2.3900, -2.8223, -5.2138], [4.8982, -2.8581, -2.9105], [4.5797, -0.4726, -3.1982], [2.3593, 1.2258, -5.4290], [0.3367, 0.5586, -3.9711], [0.7843, 2.3166, -3.9218], [2.9533, 0.5509, -1.5025], [1.6554, -0.0219, 0.7478], [-1.1816, 1.3356, -2.1220], [2.7464, 3.6571, -3.6505], [3.4675, 3.2646, -5.2227], [8.1079, 4.2407, -4.2733], [5.8143, 3.8192, -5.5559], [1.8163, -3.4368, -5.9023], [-4.3582, -0.5880, 4.8497], [-4.0109, -1.8228, 4.1884], [-2.9791, -2.4533, 4.8197], [-5.1153, -2.5499, 4.1948], [-3.5307, -1.3654, 2.7874], [-3.9597, -2.1142, 1.9079], [-2.7985, -0.2994, 2.7674]],
  "atomic_forces_ev_per_a": [[-0.930, 1.240, 1.363], [-0.225, -1.253, 0.130], [0.933, 0.063, 0.456], [0.623, 0.681, -1.553], [-1.149, 0.592, 0.143], [0.006, -0.729, 0.653], [-0.267, -1.095, -0.567], [0.895, 1.638, 0.285], [-0.390, -2.061, 0.779], [-0.120, 0.584, -0.731], [0.773, -0.103, 2.044], [-0.288, 2.263, -2.215], [0.539, -1.002, 1.745], [0.080, -1.638, -1.949], [1.502, 0.163, 4.095], [1.111, 2.101, -0.564], [0.841, -0.820, 1.538], [-0.654, 0.491, -2.052], [-0.288, -0.870, -0.304], [-0.658, 1.466, -1.131], [0.929, 0.993, 1.691], [0.011, -0.070, 1.366], [-0.116, 0.711, -0.628], [-0.202, -0.240, 0.024], [0.525, 0.349, -0.097], [0.884, 0.076, -0.052], [-0.236, 0.149, -0.009], [-0.029, -0.266, -0.247], [-1.126, 0.930, 0.556], [-1.495, -1.462, -3.119], [-0.580, -1.106, -0.436], [-0.638, -0.873, -0.018], [0.688, 0.182, 0.682], [-0.034, 0.269, -0.095], [-0.368, -1.824, -0.174], [0.971, -0.483, 0.564], [0.052, 2.017, -0.763], [-0.990, -1.039, 0.095], [-0.265, -0.088, 1.149], [0.360, 1.620, -1.151], [0.517, -1.697, 2.065], [-0.909, 0.426, -1.983], [-1.231, 0.111, -0.201], [2.048, -1.234, -1.082], [0.102, 1.958, 2.546], [1.438, 0.056, 0.250], [-1.244, 0.606, 0.383], [-1.621, -0.072, 0.204], [1.692, -0.410, -0.087], [-1.485, 1.522, 0.125], [1.929, -1.335, -0.119], [-0.701, -0.787, -1.332], [-1.583, 1.204, -0.966], [1.072, -0.528, -0.256], [-0.585, 0.200, 0.612], [-0.072, 0.022, 0.049], [-0.949, -0.996, -1.960], [0.883, -0.414, 0.154], [0.380, -1.374, -0.009], [-0.023, 0.918, 0.712], [-0.369, 0.504, 0.222], [0.820, -1.335, 0.525], [-0.162, 2.902, 0.881], [-1.360, 0.296, -1.299], [0.528, -1.154, -0.011], [1.859, -1.267, -0.510], [1.060, -0.449, 0.741], [-0.243, 1.012, -0.747], [-1.502, -1.497, 1.073], [0.275, -0.293, 0.904], [0.769, 0.947, -0.743], [2.138, 0.572, -3.030], [2.289, -0.106, 1.880], [-1.402, 0.618, 0.287], [0.935, -1.180, -0.418], [2.513, -0.354, -1.256], [-0.868, 0.379, -1.194], [0.622, 0.109, 0.479], [-0.477, -0.837, 0.567], [-0.260, -0.018, -0.877], [0.270, 0.788, 2.553], [0.582, 0.567, 1.986], [-1.133, 0.793, -0.941], [-0.097, -0.052, -0.522], [-0.065, 0.061, -0.290], [-0.923, 0.034, 0.230], [-0.681, 0.155, -0.289], [0.212, 0.366, -0.808], [0.007, -0.602, -0.155], [-0.455, 0.253, -0.086], [-0.945, -0.079, -0.704], [-0.376, 0.224, -0.345], [-1.488, -0.126, 0.545], [-0.042, 0.115, 0.351], [-0.984, 0.263, 0.348], [0.049, -0.654, -1.195], [0.234, -0.051, 0.135], [0.711, -2.359, -0.114], [0.352, 2.944, 0.558], [-1.460, 0.526, 0.098], [0.743, -0.130, 0.229], [-0.843, -0.621, -0.088], [0.834, 0.921, -0.143], [-2.003, -1.920, 0.570]],
  "lowdin_spin": [2.8737, 0.0001, 0.0021, 0.0109, 0.0012, 0.0016, 0.0001, 0.0093, 0.0293, 0.3547, 0.2554, 0.1436, 0.2001, 0.2472, -0.0229, 0.2306, 0.0313, 0.0429, 0.0178, 0.0411, 0.0173, 0.0402, 0.0000, 0.0000, 0.0000, 0.0005, 0.0001, 0.0001, 0.0005, -0.0066, 0.0143, 0.0017, 0.0002, 0.0022, 0.0007, 0.0015, 0.0023, 0.0005, 0.0010, 0.0103, 0.0132, 0.0812, 0.0000, -0.0001, -0.0005, -0.0002, 0.0001, -0.0001, 0.0105, -0.0007, 0.0140, 0.0099, 0.0106, 0.0000, 0.0000, 0.0000, 0.0001, 0.0005, -0.0001, 0.0004, 0.0004, 0.0000, 0.0000, 0.0000, 0.0000, 0.0001, 0.0005, 0.0015, 0.0078, 0.0027, 0.0094, 0.0899, 0.0224, 0.0001, 0.0000, 0.0000, 0.0000, 0.0000, 0.0000, 0.0000, 0.0000, 0.0000, 0.0000, 0.0000, 0.0000, 0.0000, 0.0001, 0.0001, 0.0001, 0.0004, 0.0019, 0.0005, 0.0000, 0.0000, 0.0000, 0.0000, 0.0000, 0.0010, 0.0053, 0.0031, 0.0011, 0.0169, 0.0131, 0.1260]
}

{
  "formula": "C8H8Br2F6NP",
  "method": "wB97M-V/def2-TZVPD",
  "orbital_gap_ev": 8.037,
  "homo_energy_ev": -10.16,
  "species": ["C", "C", "Br", "C", "Br", "C", "C", "C", "C", "C", "N", "H", "H", "H", "H", "H", "H", "H", "H", "F", "P", "F", "F", "F", "F", "F"],
  "positions_angstrom": [[-1.5515, 3.2751, -1.4454], [-2.6341, 2.1339, -1.5726], [-4.4230, 2.4841, -2.2554], [-2.3153, 0.8680, -1.1654], [-3.5215, -0.6469, -1.2018], [-0.8745, 0.6596, -0.6319], [0.1314, 0.2242, -1.5642], [1.5044, 0.0481, -1.0800], [1.7587, 0.3528, 0.3406], [0.6394, 0.7715, 1.1730], [-0.6374, 0.9321, 0.6952], [-1.2716, 3.2945, -0.3546], [-0.6150, 3.0093, -2.0132], [-1.9181, 4.2616, -1.8092], [-0.1784, 0.0416, -2.6158], [2.3026, -0.3115, -1.7682], [2.7688, 0.2655, 0.7872], [0.7931, 0.9735, 2.2578], [-1.4349, 1.2452, 1.2488], [2.6569, -2.5009, 0.9574], [1.6400, -3.4194, 1.8564], [2.1052, -2.5051, 3.1216], [0.5246, -2.2508, 1.5682], [2.0839, -4.5119, 2.9707], [2.2221, -4.4529, 0.7474], [0.2442, -4.2411, 1.7533]],
  "atomic_forces_ev_per_a": [[-0.404, -0.686, 0.072], [0.484, -0.903, 0.252], [1.449, 0.067, 0.449], [0.339, 1.196, 0.162], [1.035, 0.940, 0.103], [-0.578, -0.709, -1.675], [0.896, 0.299, 2.380], [-1.823, 0.791, 1.737], [-2.366, 0.149, -1.271], [1.393, -0.369, -0.322], [1.922, -1.010, -2.043], [-0.266, 0.486, -1.144], [-1.057, 0.187, 0.446], [0.168, -0.846, 0.469], [0.342, 0.105, 1.029], [-0.698, 0.367, 0.806], [-1.001, -0.095, -0.309], [-0.190, -0.239, -1.090], [0.469, -0.240, 0.140], [0.777, 1.956, 0.300], [0.169, -1.203, 0.385], [-0.472, 1.954, 0.208], [0.047, 2.046, -0.784], [0.476, -1.558, -0.322], [-0.740, -1.376, -0.533], [-0.368, -1.311, 0.556]],
  "mulliken_charge": [-0.8893, 0.2334, -0.1222, -0.4538, -0.0252, 0.2777, -0.1714, -0.2722, -0.3710, -0.2870, 0.1314, 0.2601, 0.2771, 0.3661, 0.4477, 0.4330, 0.3388, 0.4131, 0.3645, -0.3191, 0.9846, -0.3452, -0.2678, -0.3358, -0.3311, -0.3364]
}

So what do the calculations give for energy? Going down the list: -170245.03020, -175595.25897 eV.